(1)
C5H9N | ωB97M-V with the def2-TZVPD basis set

Atoms and positions in Å:
C 1.62266 -0.31401 -1.03216
N 1.51196 -1.54082 -0.80765
C 2.53656 -0.75680 -0.00241
H 1.19461 0.44885 -1.66997
H 2.30620 -0.60045 1.05105
H 3.58539 -0.94786 -0.22808
C -2.28438 -0.34438 -0.48141
C -1.31364 -0.12037 0.39937
C -0.83398 1.23935 0.81866
H -2.59456 -1.35261 -0.74180
H -2.80893 0.47174 -0.97569
H -0.81606 -0.97273 0.86284
H -1.36500 2.03268 0.28181
H -0.98282 1.39626 1.89362
H 0.24197 1.36115 0.63181

Cartesian forces (eV/Å) of the 3 atoms listed first:
C -0.068 -0.479 -0.038
N -0.043 0.486 -0.227
C 0.308 0.025 0.287

The calculation puts the energy above the lowest of the compared OMol25 structures with the same formula, charge and spin at 3.051 eV. The LUMO energy comes out at 1.12 eV. Its net charge is 0. Its structure (SMILES) is C1=NC1.C=CC.

Here are the natural (NBO) charges for atoms 1 to 6, given in e: 0.05, -0.30, -0.33, 0.22, 0.18, 0.18

=====

(2)
CHMgO2Tl | ωB97M-V with the def2-TZVPD basis set

Atoms and positions in Å:
O -1.59507 0.06317 -0.26690
C -0.50002 0.59442 -0.31386
H -0.20749 1.51564 0.32335
O 0.63425 -0.09035 0.03005
Tl -0.84836 -2.08094 0.34429
Mg 2.51668 -0.00194 -0.11694

Cartesian forces (eV/Å) of the 3 atoms listed first:
O 1.450 1.415 -2.073
C -0.329 1.238 5.923
H -1.652 0.724 -2.474

The LUMO energy comes out at -12.39 eV. Its net charge is +2.

What are the natural (NBO) partial charges on each atom? They are as follows, in elementary charge units: -0.56, 0.65, 0.18, -1.15, 0.95, 1.93

=====

(3)
C3H8S | ωB97M-V with the def2-TZVPD basis set

Atoms and positions in Å:
C 0.53293 -0.27864 -1.20946
C 0.15256 0.98045 -1.03784
C -0.50990 1.75815 0.06483
H 0.86303 -0.63194 -2.17702
H 0.73723 -0.98511 -0.41474
H 0.21189 1.59431 -1.93588
H -1.08788 2.51144 -0.45897
H 0.22555 2.22940 0.72367
H -1.10042 1.20436 0.79769
S 0.24208 -2.63008 2.37408
H -1.05429 -2.56499 1.96768
H 0.78724 -3.18736 1.30596

Cartesian forces (eV/Å) of the 3 atoms listed first:
C 0.726 -0.057 0.510
C -0.473 0.026 -0.823
C 0.781 -0.372 0.616

The calculation puts the energy above the lowest of the compared OMol25 structures with the same formula, charge and spin at 1.230 eV. The LUMO energy comes out at 0.88 eV. Its net charge is 0. Its structure (SMILES) is C=CC.S.

Here are the natural (NBO) charges for atoms 1 to 6, given in e: -0.41, -0.16, -0.66, 0.19, 0.19, 0.18

=====

(4)
C40H100O20 | ωB97M-V with the def2-TZVPD basis set

Atoms and positions in Å:
C -11.47722 -35.89772 22.03844
O -10.70116 -34.76390 22.32604
C -9.79373 -34.39853 21.28127
C -10.47626 -33.76681 20.08766
O -10.84619 -32.42681 20.29440
C -11.81803 -32.14726 21.29092
H -12.12473 -36.06205 22.90030
H -10.85395 -36.76167 21.79453
H -12.20558 -35.70908 21.23445
H -9.29312 -35.33201 20.98919
H -9.09490 -33.70502 21.74245
H -11.30695 -34.37700 19.71901
H -9.71430 -33.71108 19.30317
H -11.41117 -32.32423 22.29014
H -12.71968 -32.75945 21.18698
H -12.00628 -31.08299 21.17273
C -8.09672 -23.50696 18.82884
O -7.94204 -24.78830 18.26368
C -9.11844 -25.55073 18.11606
C -9.92573 -25.76505 19.37267
O -10.82024 -24.68815 19.53355
C -11.48189 -24.71871 20.76673
H -9.00043 -23.00547 18.44744
H -7.24445 -22.94592 18.45290
H -8.22035 -23.50602 19.91499
H -8.81883 -26.48013 17.63664
H -9.78285 -25.01605 17.41550
H -9.28522 -25.90605 20.25558
H -10.50275 -26.70246 19.28547
H -10.76824 -24.66768 21.60041
H -12.01865 -25.67878 20.80907
H -12.20141 -23.91721 20.91253
C -10.67515 -32.23089 16.47278
O -9.62423 -32.91104 15.83769
C -8.38912 -32.73417 16.48779
C -7.31061 -33.57903 15.82856
O -7.25987 -34.92620 16.24475
C -8.49792 -35.59949 16.28298
H -10.51519 -31.15362 16.59692
H -10.93433 -32.61336 17.46834
H -11.54625 -32.35036 15.82832
H -8.44715 -32.98385 17.55881
H -8.09435 -31.67418 16.44784
H -6.35457 -33.13126 16.10112
H -7.43924 -33.52270 14.73978
H -8.27602 -36.65565 16.44554
H -9.02125 -35.55755 15.32296
H -9.10868 -35.22696 17.10755
C -12.20636 -21.86253 16.39388
O -11.02770 -21.12430 16.47825
C -11.10117 -20.15114 17.50454
C -9.93705 -19.20791 17.27940
O -9.80589 -18.39898 18.43788
C -8.57509 -17.71568 18.45709
H -12.35355 -22.46187 17.30666
H -12.22307 -22.57667 15.57086
H -13.08308 -21.21646 16.26215
H -11.03807 -20.64046 18.48168
H -12.05758 -19.62125 17.40841
H -10.07246 -18.59130 16.38755
H -9.03324 -19.82577 17.19302
H -8.36059 -17.19554 17.51877
H -7.74906 -18.41919 18.64673
H -8.58052 -17.02059 19.29370
C -12.98721 -25.56775 15.68090
O -13.27635 -26.94546 15.45968
C -13.37135 -27.70011 16.66645
C -13.38064 -29.16200 16.24271
O -12.77265 -30.03251 17.17024
C -13.43773 -30.21349 18.39051
H -12.71651 -25.24897 14.67007
H -12.12402 -25.41250 16.32895
H -13.88873 -25.02022 15.96691
H -14.30643 -27.41571 17.16237
H -12.48540 -27.52637 17.28766
H -12.80816 -29.27240 15.32523
H -14.41560 -29.51319 16.10518
H -14.51235 -30.37844 18.23073
H -13.36334 -29.39269 19.11609
H -12.98063 -31.10980 18.80731
C -13.56327 -29.31537 12.35468
O -14.20380 -30.51430 11.96418
C -14.40679 -31.38736 13.04358
C -15.57229 -32.32450 12.81708
O -16.83860 -31.72724 12.62819
C -17.05588 -31.16200 11.34251
H -12.72000 -29.48098 13.03301
H -14.29548 -28.66586 12.84555
H -13.15588 -28.85143 11.45830
H -14.58776 -30.84541 13.98285
H -13.52709 -32.03004 13.20136
H -15.67713 -32.96237 13.69687
H -15.35347 -32.99456 11.97040
H -16.30996 -30.40109 11.11096
H -18.00332 -30.62625 11.41205
H -17.07763 -31.91779 10.55386
C -15.46313 -23.38639 22.74159
O -16.12351 -23.81904 21.56918
C -16.10959 -25.21560 21.42951
C -16.73070 -25.57967 20.08877
O -15.92597 -24.98095 19.09435
C -16.56104 -24.75547 17.85029
H -16.20119 -23.50706 23.54571
H -15.30155 -22.30779 22.68545
H -14.49806 -23.85883 22.92213
H -16.74449 -25.67107 22.20980
H -15.12141 -25.68705 21.47814
H -17.75314 -25.20447 20.01772
H -16.62472 -26.67332 20.03954
H -16.72777 -25.70500 17.33230
H -15.88971 -24.09742 17.29960
H -17.49442 -24.19581 17.98688
C -21.27796 -27.43197 12.95205
O -20.16206 -27.52768 13.79784
C -19.33656 -26.38980 13.74700
C -18.52932 -26.32080 15.00899
O -17.69008 -27.38850 15.28266
C -16.68432 -27.59672 14.30787
H -21.03119 -27.02628 11.96432
H -22.04225 -26.79366 13.41596
H -21.70594 -28.42145 12.80187
H -19.95490 -25.48827 13.62856
H -18.67288 -26.38502 12.86481
H -19.26271 -26.13161 15.80046
H -17.93478 -25.38717 15.03733
H -17.03693 -28.16179 13.43919
H -15.91031 -28.16571 14.81958
H -16.26671 -26.63964 13.97128
C -13.92804 -17.64908 13.36362
O -15.08811 -18.09508 14.02361
C -14.96984 -19.41191 14.50196
C -15.34812 -20.42597 13.43371
O -14.92488 -21.70465 13.83128
C -15.25447 -22.71718 12.90113
H -14.10052 -16.61954 13.05641
H -13.72031 -18.23024 12.45517
H -13.03330 -17.70400 13.99294
H -15.64379 -19.52216 15.35423
H -13.96510 -19.61672 14.89684
H -14.91902 -20.17507 12.45455
H -16.44465 -20.36667 13.34754
H -16.33285 -22.88780 12.86355
H -14.69677 -23.59811 13.21285
H -14.87984 -22.44630 11.90507
C -21.06046 -31.99708 15.25021
O -20.10693 -31.56726 16.16890
C -18.81591 -31.41829 15.60915
C -18.07834 -30.30612 16.23714
O -17.72572 -30.66950 17.56895
C -17.31044 -29.54424 18.31400
H -20.93167 -33.05243 14.97045
H -21.07557 -31.37666 14.34289
H -22.05453 -31.90761 15.69302
H -18.89819 -31.22179 14.53149
H -18.29273 -32.37752 15.72102
H -18.73325 -29.43072 16.32661
H -17.18172 -29.99149 15.69226
H -17.13077 -29.88196 19.33444
H -18.09029 -28.77680 18.30514
H -16.35974 -29.15684 17.92358

Cartesian forces (eV/Å) of the 3 atoms listed first:
C -0.770 0.458 -0.079
O 0.144 0.345 0.078
C -0.793 -0.831 0.533

The calculation puts the energy above the lowest of the compared OMol25 structures with the same formula, charge and spin at 0.420 eV. The LUMO energy comes out at 0.48 eV. Its net charge is 0. Its structure (SMILES) is COCCOC.COCCOC.COCCOC.COCCOC.COCCOC.COCCOC.COCCOC.COCCOC.COCCOC.COCCOC.

Here are the Löwdin charges for atoms 1 to 6, given in e: -0.12, -0.21, -0.18, -0.22, -0.19, -0.10

=====

(5)
C4H24N2O8 | ωB97M-V with the def2-TZVPD basis set

Atoms and positions in Å:
N 0.00518 1.90483 2.20484
C -1.43010 1.77059 1.85784
C -1.59053 1.13805 0.46673
C -1.32445 -0.36863 0.48157
N -2.58225 -1.12929 0.61666
C -2.55403 -2.50358 0.64442
O -3.55323 -3.12965 0.94427
H 0.13141 2.26668 3.12805
H 0.49045 1.01566 2.16928
H -1.99260 1.16618 2.61714
H -1.85745 2.76617 1.81113
H -2.58115 1.35453 0.05875
H -0.86396 1.60087 -0.25077
H -0.59105 -0.67277 1.27379
H -0.86482 -0.69921 -0.46387
H -3.30782 -0.63569 1.12515
H -1.60995 -2.96018 0.36575
O 1.37170 3.24573 -0.00684
H 0.74141 3.14918 -0.71767
H 0.87562 2.94756 0.79619
O 2.23087 -0.65529 -2.07221
H 1.35716 -0.30501 -2.31750
H 2.60334 0.08188 -1.52987
O -2.21488 -1.41056 -2.48926
H -2.07618 -1.82235 -1.62452
H -2.34754 -2.12319 -3.13692
O 3.15132 1.19762 -0.32447
H 2.96052 0.70206 0.48403
H 2.57353 2.00786 -0.25543
O -0.19916 0.38384 -2.71873
H -0.92847 -0.26232 -2.58499
H -0.21202 0.74207 -3.60441
O 2.22935 -2.56747 -0.25784
H 2.17920 -1.87771 -1.00209
H 2.97502 -3.11450 -0.52184
O 2.69123 -0.83526 1.78090
H 2.50670 -1.41869 1.02060
H 3.60762 -0.95001 2.03212

Cartesian forces (eV/Å) of the 3 atoms listed first:
N -0.462 -0.063 -0.818
C 0.207 -0.548 0.077
C 0.979 0.126 -0.211

The calculation puts the energy above the lowest of the compared OMol25 structures with the same formula, charge and spin at 0.391 eV. The LUMO energy comes out at 0.29 eV. Its net charge is 0. Its structure (SMILES) is NCCCNC=O.O.O.O.O.O.O.O.

Here are the natural (NBO) charges for atoms 1 to 6, given in e: -0.87, -0.22, -0.43, -0.23, -0.64, 0.50

=====

(6)
C10H19N | ωB97M-V with the def2-TZVPD basis set

Atoms and positions in Å:
C 0.27643 1.91930 2.24704
C -0.74487 1.01446 1.39331
C -2.10811 1.73347 1.17015
C 0.13895 0.24189 0.31519
C 0.08794 0.58996 -1.24172
C 1.39088 0.03590 -1.85274
C 1.33650 -1.53187 -1.80409
C -0.02035 -1.60780 -1.19926
C -0.80625 -0.48025 -1.98146
C -0.15244 -1.33816 0.29893
N 0.70223 -2.08768 1.10979
H 0.87463 2.59915 1.61909
H 1.14993 1.30848 2.59062
H -0.00142 2.47967 3.15618
H -0.95231 0.15270 2.03598
H -2.45689 1.99788 2.19270
H -2.15611 2.74499 0.75345
H -3.03197 1.11690 0.86045
H 1.12227 0.28158 0.58395
H 0.02851 1.64449 -1.39415
H 2.25320 0.43897 -1.22481
H 1.68870 0.44945 -2.87115
H 2.24168 -1.90008 -1.35644
H 1.40079 -1.91108 -2.79927
H -0.39989 -2.63792 -1.35067
H -1.95915 -0.35402 -1.78734
H -0.73412 -0.68839 -3.05866
H -1.17158 -1.39302 0.60008
H 0.37738 -2.76767 1.76235
H 1.62544 -2.05132 1.23252

Cartesian forces (eV/Å) of the 3 atoms listed first:
C 1.292 -0.645 -0.504
C 1.502 0.128 0.762
C -1.459 -0.448 1.217

The calculation puts the energy above the lowest of the compared OMol25 structures with the same formula, charge and spin at 2.168 eV. The LUMO energy comes out at 0.99 eV. Its net charge is 0. Its structure (SMILES) is CC(C)[C@@H]1[C@H]2CC[C@H](C2)[C@H]1N.

Here are the natural (NBO) charges for atoms 1 to 6, given in e: -0.62, -0.21, -0.63, -0.19, -0.24, -0.40

=====

> What is the LUMO in the first record?

1.12 eV

=====

Please write out number 3 again, unchanged.
C3H8S | ωB97M-V with the def2-TZVPD basis set

Atoms and positions in Å:
C 0.53293 -0.27864 -1.20946
C 0.15256 0.98045 -1.03784
C -0.50990 1.75815 0.06483
H 0.86303 -0.63194 -2.17702
H 0.73723 -0.98511 -0.41474
H 0.21189 1.59431 -1.93588
H -1.08788 2.51144 -0.45897
H 0.22555 2.22940 0.72367
H -1.10042 1.20436 0.79769
S 0.24208 -2.63008 2.37408
H -1.05429 -2.56499 1.96768
H 0.78724 -3.18736 1.30596

Cartesian forces (eV/Å) of the 3 atoms listed first:
C 0.726 -0.057 0.510
C -0.473 0.026 -0.823
C 0.781 -0.372 0.616

The calculation puts the energy above the lowest of the compared OMol25 structures with the same formula, charge and spin at 1.230 eV. The LUMO energy comes out at 0.88 eV. Its net charge is 0. Its structure (SMILES) is C=CC.S.

Here are the natural (NBO) charges for atoms 1 to 6, given in e: -0.41, -0.16, -0.66, 0.19, 0.19, 0.18